C14H17N3Sn as an isolated structure. Source: the OMol25 dataset; level of theory: ωB97M-V/def2-TZVPD.

```
35
Properties=species:S:1:pos:R:3:nbo_charge:R:1
C 0.48524 1.44994 4.73838 -0.640
C 1.06768 1.63635 3.38285 -0.646
H 1.22084 2.46602 5.31420 0.086
H 0.63283 2.27677 5.84189 0.229
H -0.60898 1.58230 4.61568 0.271
H 2.08916 1.29269 3.25230 0.234
H 0.95537 2.66443 3.02595 0.219
H 0.48310 0.98726 2.67673 0.254
C -0.24152 2.01615 -0.41608 0.052
C 0.43878 2.90295 -1.26002 -0.299
C 1.06591 2.41320 -2.41926 -0.210
C 0.90324 1.07167 -2.73986 -0.189
H -0.79675 2.35570 0.47630 0.203
H 0.47466 3.96489 -1.00571 0.224
H 1.65402 3.07346 -3.06463 0.223
H 1.29406 0.65133 -3.66236 0.212
N -0.21383 0.67386 -0.65173 -0.599
C 0.27330 0.19290 -1.83642 0.086
C 0.14352 -1.25915 -2.07532 0.137
N -0.49019 -2.01601 -1.11916 -0.598
C -0.75463 -3.32901 -1.37066 0.064
C 0.74187 -3.25630 -3.26508 -0.188
C -0.00724 -4.01654 -2.33452 -0.296
H -1.52416 -3.84169 -0.76135 0.206
H 0.02002 -5.10939 -2.33685 0.229
C 0.71051 -1.86381 -3.21118 -0.206
H 1.15360 -1.20639 -3.96045 0.217
H 1.34334 -3.73089 -4.03991 0.222
Sn -1.33621 -0.86069 0.67577 1.070
C -2.95604 -0.61626 -0.78151 -1.137
H -3.27118 -1.56220 -1.22328 0.221
H -2.61998 0.06847 -1.57155 0.227
H -3.72951 -0.15897 -0.15275 0.208
N 0.75878 -1.00255 5.83284 -0.323
C 0.64038 0.08950 5.42672 0.237
```

Its total charge is 0. As for the HOMO energy: -0.131 Eh. Its HOMO-LUMO gap is 2.02 eV. As for the energy relative to the best compared isomer or geometry (same formula, charge and spin): 0.0 kJ/mol. The LUMO energy comes out at -1.55 eV.